A molecular structure, C51H45CdFN3O6P2S in a non-equilibrium geometry. Source: the Open Molecules 2025 dataset; level of theory: ωB97M-V/def2-TZVPD.

Summary:
2S+1   1
DFT total energy   -3934.6171 Ha
Highest occupied orbital energy   -5.5 eV
Net charge   -1
Kohn-Sham gap   7.44 eV

Each line ends with the Mulliken charge.
Element x y z (Å)
Cd 0.3179 0.9246 1.9731  2.7701
C -5.4382 1.4937 6.0001  -0.8910
O -4.9598 2.8111 5.8531  -0.4357
C -3.8742 2.9508 5.0980  1.0133
C -3.5090 4.3295 4.8512  -0.9059
C -2.4454 4.6316 4.1182  -0.8843
C -1.4771 3.6847 3.7185  -0.1456
C -0.2277 4.0244 3.0783  1.4061
C 0.1314 5.4739 2.9662  -1.5974
O 0.6131 3.2197 2.6874  -0.7535
C -1.7562 2.2810 3.9837  0.1972
O -0.9819 1.3073 3.8326  -0.9367
C -3.0397 1.9808 4.5933  -0.3901
H -6.4022 1.8742 6.3654  0.3089
H -4.8510 0.8394 6.6371  0.3145
H -5.6536 1.0360 5.0125  0.3565
H -4.2178 5.0861 5.2487  0.3130
H -2.2336 5.6668 3.9122  0.3646
H -0.5384 6.2500 2.4772  0.2828
H 1.1520 5.5493 2.5265  0.3318
H 0.3095 5.8668 3.9448  0.4722
H -3.2747 0.9132 4.7559  0.3504
C 0.5883 0.3528 -2.0269  -0.5290
C 2.1030 0.0411 -1.8897  -1.8927
P 2.7163 -1.6300 -2.4143  -0.2029
C 1.7279 -1.7364 -3.9402  0.4270
C 1.9173 -0.8524 -5.0362  -0.4974
C 1.1625 -0.8839 -6.1812  -0.5596
C 0.0888 -1.8206 -6.2262  -0.6537
C -0.2734 -2.5117 -5.1004  -0.5032
C 0.5923 -2.5816 -3.9605  -0.4748
C 4.4186 -1.1707 -2.8483  0.6178
C 4.9801 0.0767 -3.0483  -0.0971
C 6.3324 0.1492 -3.2920  -0.5813
C 7.1435 -0.9924 -3.3317  -0.3382
C 6.6433 -2.2164 -2.9813  -0.5756
C 5.2546 -2.2978 -2.7577  -0.5146
P 0.2248 1.6412 -0.7310  -0.7868
C 1.3020 3.0647 -1.2548  0.6734
C 0.9580 3.8691 -2.2989  0.0270
C 1.7510 5.0089 -2.5738  -0.7305
C 2.7561 5.3437 -1.6608  -0.4282
C 3.0516 4.5943 -0.5825  -0.8993
C 2.3588 3.3639 -0.3621  0.0065
C -1.4313 2.4219 -1.0097  0.8157
C -2.0322 2.8915 0.1848  -0.2845
C -3.3311 3.3431 0.0300  -0.6577
C -3.9549 3.3706 -1.1882  -0.4695
C -3.2936 2.9748 -2.4064  -1.0251
C -2.0599 2.4154 -2.2523  -0.1257
H 0.1493 -0.5503 -1.7418  0.5106
H 0.3618 0.7182 -3.0621  0.3729
H 2.4079 0.2421 -0.8655  0.5886
H 2.6005 0.8203 -2.3274  1.0318
H 2.6322 -0.0776 -4.8984  0.4200
H 1.3065 -0.1496 -6.9573  0.3956
H -0.5778 -1.7831 -7.0737  0.3595
H -1.1641 -3.1368 -5.0843  0.6018
H 0.2619 -3.1888 -3.1110  0.6122
H 4.3160 0.9048 -3.1990  0.4651
H 6.7979 1.1252 -3.6119  0.2818
H 8.2651 -0.8541 -3.5763  0.2455
H 7.1584 -3.1619 -2.9876  0.3919
H 4.8857 -3.2373 -2.3500  0.2907
H 0.1960 3.6620 -3.0559  0.3209
H 1.3431 5.7780 -3.3217  0.2587
H 3.3856 6.2556 -1.7769  0.3095
H 3.8893 4.8374 0.0285  0.4877
H 2.5760 2.6786 0.4727  0.1640
H -1.6402 2.8618 1.2239  -0.0653
H -3.8604 3.6309 0.9807  0.3525
H -5.0220 3.7208 -1.2673  0.3108
H -3.8752 3.0190 -3.3020  0.4262
H -1.5013 1.9174 -3.0497  0.3938
F 1.6623 -5.4296 4.3520  -0.3503
C 1.8245 -4.2031 3.9664  0.2937
C 1.9486 -3.9663 2.6072  -0.5503
C 2.1786 -2.7227 2.1145  -0.4694
C 2.1163 -1.5655 2.9427  0.1972
C 2.2242 -0.2027 2.3871  -1.7962
C 1.9563 -1.8191 4.3476  -0.6095
C 1.8080 -3.1360 4.8543  -0.4199
H 2.0043 -4.7837 1.9581  0.5714
H 2.1748 -2.5442 1.0366  0.5085
H 2.9212 -0.2048 1.5731  0.6105
H 2.6652 0.4849 3.1250  0.7295
H 1.8203 -0.9908 5.0032  0.4186
H 1.5912 -3.2128 5.9505  0.3216
O -2.0726 -4.6138 -3.9097  -0.5602
S -2.8980 -5.7465 -3.5742  1.1653
O -4.2733 -5.5111 -3.9438  -0.7354
O -2.3098 -7.0214 -3.9665  -0.7226
C -2.8022 -5.7909 -1.7747  0.0245
N -2.9009 -6.9681 -1.1579  -0.5406
C -2.7238 -6.8907 0.1874  -0.4337
C -2.4564 -5.6984 0.8515  -0.7688
C -2.4866 -4.5896 0.0537  0.8105
N -2.5962 -4.6013 -1.2333  -0.2052
C -2.3177 -3.2415 0.6966  1.0514
C -1.8578 -2.9733 1.9735  -1.1359
C -1.5656 -1.6625 2.3127  -0.5397
N -1.7276 -0.6447 1.4631  -0.0867
C -2.2823 -0.8881 0.2740  -0.7214
C -2.5986 -2.1725 -0.1591  -1.0476
H -2.9711 -7.7730 0.7314  0.4342
H -2.4685 -5.7745 1.9672  0.2787
H -1.7449 -3.7669 2.6846  0.3309
H -1.1086 -1.4197 3.2594  0.5505
H -2.2504 -0.0419 -0.3342  1.0182
H -2.7131 -2.3698 -1.1988  0.5697